Here is C55H68N9S3ScSi as an isolated structure from the Open Molecules 2025 dataset. Energies are from wB97M-V/def2-TZVPD.

Output
strongest force on any atom	1.0	eV Å⁻¹
HOMO level	-12.087	eV
E_tot	-4873.6660	Ha
gap between HOMO and LUMO	8.05	eV
total charge	+2
energy relative to the best compared isomer or geometry (same formula, charge and spin)	1.9850	eV

Atoms and positions in Å:
Sc  1.478  2.096  -0.292
C  -1.528  2.285  -2.958
C  -0.089  2.514  -3.394
N  0.670  3.036  -2.232
C  1.742  4.036  -2.510
C  1.563  5.186  -1.524
N  1.234  4.565  -0.225
C  1.470  5.349  0.998
C  1.258  4.448  2.208
C  -0.118  3.783  2.245
N  -0.302  2.730  1.204
C  -1.703  2.534  0.728
C  -2.365  3.689  0.004
N  -1.733  4.141  -1.238
C  -2.251  3.544  -2.491
H  -1.569  1.514  -2.180
H  -2.077  1.880  -3.810
H  -0.029  3.247  -4.206
H  0.350  1.583  -3.752
H  -0.063  3.562  -1.740
H  1.698  4.384  -3.543
H  2.726  3.574  -2.372
H  0.762  5.856  -1.854
H  2.463  5.783  -1.449
H  0.222  4.437  -0.259
H  0.785  6.204  1.035
H  2.483  5.741  0.983
H  1.380  5.033  3.121
H  2.045  3.687  2.216
H  -0.893  4.539  2.098
H  -0.297  3.346  3.231
H  -0.121  1.840  1.659
H  -2.340  2.303  1.590
H  -1.707  1.641  0.089
H  -2.457  4.559  0.659
H  -3.390  3.345  -0.186
H  -1.861  5.143  -1.300
H  -2.166  4.317  -3.260
H  -3.317  3.319  -2.379
N  -2.764  0.036  -0.841
S  -3.299  -0.884  0.144
N  -2.376  -2.177  0.676
S  -1.461  -2.831  -0.373
N  -0.226  -2.131  -0.987
S  0.986  -1.330  -0.284
N  0.921  0.133  -0.292
C  2.335  -1.871  -1.313
C  2.133  -1.655  -2.676
C  3.143  -1.979  -3.560
C  4.341  -2.512  -3.091
C  4.535  -2.700  -1.735
C  3.532  -2.371  -0.827
C  1.175  -2.025  1.343
C  0.572  -1.299  2.362
C  0.619  -1.788  3.658
C  1.284  -2.975  3.930
C  1.869  -3.700  2.903
C  1.799  -3.242  1.597
C  -2.337  -3.289  -1.841
C  -2.222  -2.489  -2.968
C  -3.020  -2.776  -4.065
C  -3.910  -3.838  -4.021
C  -4.018  -4.623  -2.880
C  -3.234  -4.350  -1.773
C  -0.994  -4.352  0.389
C  -1.415  -4.672  1.667
C  -1.029  -5.896  2.197
C  -0.249  -6.766  1.450
C  0.161  -6.425  0.164
C  -0.214  -5.210  -0.380
C  -3.771  -0.238  1.745
C  -4.791  0.708  1.706
C  -5.181  1.336  2.876
C  -4.554  1.021  4.076
C  -3.538  0.079  4.104
C  -3.142  -0.561  2.935
C  -4.785  -1.753  -0.335
C  -5.385  -1.306  -1.499
C  -6.580  -1.887  -1.904
C  -7.157  -2.888  -1.137
C  -6.545  -3.323  0.034
C  -5.352  -2.754  0.444
H  1.199  -1.246  -3.032
H  2.997  -1.822  -4.620
H  5.126  -2.768  -3.789
H  5.474  -3.091  -1.369
H  3.717  -2.466  0.232
H  0.064  -0.374  2.129
H  0.150  -1.233  4.459
H  1.342  -3.339  4.947
H  2.371  -4.634  3.113
H  2.213  -3.838  0.800
H  -1.533  -1.659  -2.973
H  -2.947  -2.166  -4.955
H  -4.527  -4.057  -4.881
H  -4.715  -5.449  -2.852
H  -3.327  -4.948  -0.877
H  -2.032  -3.983  2.225
H  -1.347  -6.172  3.193
H  0.037  -7.722  1.866
H  0.761  -7.112  -0.416
H  0.093  -4.931  -1.379
H  -5.277  0.943  0.768
H  -5.981  2.063  2.857
H  -4.868  1.505  4.991
H  -3.060  -0.171  5.042
H  -2.357  -1.300  2.949
H  -4.900  -0.526  -2.073
H  -7.062  -1.554  -2.812
H  -8.093  -3.330  -1.448
H  -7.001  -4.105  0.625
H  -4.866  -3.082  1.355
C  5.321  2.301  -2.047
Si  4.963  2.827  -0.280
C  6.404  2.439  0.844
C  4.880  4.683  -0.214
N  3.457  2.037  0.264
C  3.690  0.968  1.179
C  4.707  0.031  0.972
C  5.018  -0.910  1.939
C  4.296  -0.975  3.128
C  3.251  -0.085  3.326
C  2.955  0.868  2.362
H  6.352  1.958  -2.146
H  5.194  3.120  -2.758
H  4.674  1.477  -2.358
H  7.070  3.304  0.837
H  6.985  1.574  0.530
H  6.094  2.268  1.876
H  5.892  5.056  -0.386
H  4.580  5.022  0.777
H  4.253  5.145  -0.962
H  5.258  0.041  0.040
H  5.834  -1.599  1.764
H  4.556  -1.695  3.891
H  2.681  -0.112  4.246
H  2.178  1.602  2.570

Here are the Löwdin charges for atoms 1 to 99, given in e:
1. Sc 0.9978
2. C -0.1695
3. C -0.1714
4. N -0.1327
5. C -0.1585
6. C -0.1633
7. N -0.1157
8. C -0.1763
9. C -0.1584
10. C -0.1659
11. N -0.1143
12. C -0.1861
13. C -0.1784
14. N -0.0823
15. C -0.1719
16. H 0.0648
17. H 0.1253
18. H 0.1238
19. H 0.1158
20. H 0.0390
21. H 0.1315
22. H 0.0935
23. H 0.1314
24. H 0.1075
25. H 0.0586
26. H 0.1343
27. H 0.1078
28. H 0.1299
29. H 0.0874
30. H 0.1180
31. H 0.1307
32. H 0.0721
33. H 0.1210
34. H 0.0564
35. H 0.1185
36. H 0.1251
37. H 0.1234
38. H 0.1286
39. H 0.1212
40. N -0.2635
41. S 0.7127
42. N -0.3550
43. S 0.8822
44. N -0.3468
45. S 0.8112
46. N -0.3266
47. C -0.2856
48. C -0.0723
49. C -0.0535
50. C -0.0512
51. C -0.0476
52. C -0.0730
53. C -0.2951
54. C -0.0954
55. C -0.0741
56. C -0.0471
57. C -0.0469
58. C -0.0693
59. C -0.3146
60. C -0.0628
61. C -0.0481
62. C -0.0464
63. C -0.0454
64. C -0.0532
65. C -0.3350
66. C -0.0525
67. C -0.0474
68. C -0.0435
69. C -0.0434
70. C -0.0631
71. C -0.3198
72. C -0.0745
73. C -0.0578
74. C -0.0622
75. C -0.0644
76. C -0.0742
77. C -0.3386
78. C -0.0736
79. C -0.0579
80. C -0.0593
81. C -0.0583
82. C -0.0689
83. H 0.1029
84. H 0.1151
85. H 0.1165
86. H 0.1182
87. H 0.0862
88. H 0.0949
89. H 0.1175
90. H 0.1196
91. H 0.1217
92. H 0.1115
93. H 0.0968
94. H 0.1146
95. H 0.1174
96. H 0.1194
97. H 0.1247
98. H 0.1074
99. H 0.1183